The following is a DFT calculation (ωB97M-V/def2-TZVPD) of a structure of composition C7H9Br2N2O2 at a distorted geometry.

Calculated values
Net charge = -1
HOMO-LUMO gap (alpha / beta) = 0.238 / 0.238 Ha
Highest occupied orbital energy (alpha / beta) = -0.1664 / -0.1665 Ha
Calculated total energy = -154561.382 eV

Structure (XYZ):
```
22
C7H9Br2N2O2 ωB97M-V/def2-TZVPD
C -0.236 -2.029 -0.177
C 0.912 -1.152 0.084
C 2.392 1.455 -0.900
C -1.450 -1.553 0.037
C -3.504 -0.391 -0.563
C 1.878 1.068 0.489
C -2.828 -1.390 0.401
N -0.413 0.661 0.741
N 0.709 0.157 0.486
O 3.326 2.397 -0.969
O 1.908 0.957 -1.890
Br 2.645 -1.831 -0.395
Br 4.308 3.033 1.813
H 0.067 -2.854 -0.691
H -4.676 -0.280 -0.474
H -3.444 -0.445 -1.644
H -3.154 0.510 -0.274
H 1.456 1.786 1.081
H 2.782 0.564 1.148
H -3.553 -2.203 0.290
H -2.880 -1.146 1.486
H 3.756 2.685 -0.079
```


The following is a DFT calculation (ωB97M-V/def2-TZVPD) of the ion C7H9BrN3S with charge +1 at a distorted geometry.

Calculated values
Net charge = +1
HOMO-LUMO gap = 0.281 Ha
Highest occupied orbital energy = -0.4442 Ha
Relative energy (zero: lowest compared OMol25 entry of this formula, charge and spin) = 286.2 kJ/mol
Calculated total energy = -92742.123 eV

Structure (XYZ):
```
21
C7H9BrN3S ωB97M-V/def2-TZVPD
C -1.669 1.413 0.649
C -0.699 2.246 0.347
C -0.984 -0.078 -1.127
C -1.778 0.169 -0.014
C 0.390 1.837 -0.624
C 1.420 -1.051 0.345
C 0.454 -1.971 0.903
N 1.245 1.292 0.616
N 1.330 0.144 0.765
N 0.103 0.718 -1.418
S 3.021 -1.587 -0.115
Br -3.141 -1.098 0.273
H -2.381 1.594 1.432
H -0.552 3.273 0.585
H -1.078 -0.781 -1.868
H 0.934 2.621 -0.963
H -0.562 -1.500 0.860
H 0.753 -2.353 1.892
H 0.379 -2.839 0.207
H 0.256 0.842 -2.443
H 2.560 -2.889 -0.302
```


The following is a DFT calculation (ωB97M-V/def2-TZVPD) of an isolated molecule of C7H9Cl at a distorted geometry.

Calculated values
SMILES string = C=C[C@@]1(Cl)CC12CC2
HOMO-LUMO gap = 0.372 Ha
Highest occupied orbital energy = -0.3354 Ha
Relative energy (zero: lowest compared OMol25 entry of this formula, charge and spin) = 336.2 kJ/mol
Calculated total energy = -19923.172 eV

Structure (XYZ):
```
17
C7H9Cl ωB97M-V/def2-TZVPD
C -2.052 0.246 0.145
C -1.736 -0.104 -1.100
C 1.696 -1.053 0.407
C 0.650 -0.427 1.289
C 0.495 1.036 -1.049
C -0.303 -0.161 -1.360
C 0.715 -0.119 -0.157
Cl 0.358 -0.993 -2.759
H -2.950 0.490 0.558
H -1.373 0.222 0.954
H -2.457 -0.158 -1.875
H 2.602 -0.764 0.790
H 1.479 -2.093 0.394
H -0.243 -1.009 1.647
H 0.749 0.228 2.054
H 1.267 1.359 -1.742
H 0.071 1.947 -0.863
```


The following is a DFT calculation (ωB97M-V/def2-TZVPD) of a cluster of 2 separate species, C7H9ClF3NO6 in total.

Calculated values
SMILES string = O=C(NCOC(F)(F)F)OCl.C[C@@H]1COC(=O)O1
HOMO-LUMO gap = 0.389 Ha
Highest occupied orbital energy = -0.4020 Ha
Calculated total energy = -41854.331 eV

Structure (XYZ):
```
27
C7H9ClF3NO6 ωB97M-V/def2-TZVPD
O 0.939 4.135 -1.883
C 0.214 3.954 -0.945
N 0.331 2.976 0.039
C 1.503 2.135 -0.033
O 1.222 0.811 -0.510
C 1.136 0.646 -1.851
F 0.051 1.242 -2.374
F 2.205 1.110 -2.504
F 1.033 -0.659 -2.090
O -0.917 4.715 -0.679
Cl -0.651 6.353 -0.935
H -0.520 2.455 0.215
H 1.884 1.977 0.977
H 2.282 2.615 -0.626
C -0.417 -4.087 0.226
C -1.182 -3.046 1.005
C -1.067 -1.633 0.472
O -1.188 -0.840 1.659
C -0.786 -1.597 2.711
O -0.587 -1.181 3.804
O -0.640 -2.887 2.331
H 0.655 -3.946 0.363
H -0.668 -5.091 0.565
H -0.653 -4.013 -0.836
H -2.231 -3.336 1.112
H -1.854 -1.370 -0.231
H -0.094 -1.439 0.019
```


The following is a DFT calculation (ωB97M-V/def2-TZVPD) of a cluster of 2 separate species, C7H9ClN2O in total at a distorted geometry.

Calculated values
HOMO-LUMO gap (alpha / beta) = 0.281 / 0.220 Ha
Highest occupied orbital energy (alpha / beta) = -0.3104 / -0.2718 Ha
Relative energy (zero: lowest compared OMol25 entry of this formula, charge and spin) = 452.9 kJ/mol
Calculated total energy = -24949.431 eV

Structure (XYZ):
```
20
C7H9ClN2O ωB97M-V/def2-TZVPD
C 0.660 0.247 -0.993
C -0.985 -0.738 0.547
C 1.192 0.939 0.069
C -0.676 0.167 1.509
C -0.455 -0.557 -0.754
C 0.486 0.990 1.266
C -0.919 -1.462 -1.853
N 0.964 1.763 2.335
N 1.900 2.614 2.486
O 3.868 1.007 2.351
Cl 2.903 -0.152 2.872
H 1.351 0.312 -1.869
H -1.746 -1.510 0.630
H 2.102 1.457 -0.028
H -1.211 -0.041 2.382
H -1.411 -1.069 -2.708
H -0.078 -1.887 -2.404
H -1.565 -2.238 -1.613
H 0.362 1.723 3.164
H 2.625 2.591 1.732
```


The following is a DFT calculation (ωB97M-V/def2-TZVPD) of a cluster of 2 separate species, C7H9ClN2O4S in total at a distorted geometry.

Calculated values
HOMO-LUMO gap (alpha / beta) = 0.294 / 0.295 Ha
Highest occupied orbital energy (alpha / beta) = -0.3156 / -0.3156 Ha
Relative energy (zero: lowest compared OMol25 entry of this formula, charge and spin) = 485.1 kJ/mol
Calculated total energy = -41927.020 eV

Structure (XYZ):
```
24
C7H9ClN2O4S ωB97M-V/def2-TZVPD
C -0.438 0.957 0.006
C -1.580 -1.622 0.899
C 2.162 2.059 -0.488
C 1.867 0.559 -0.501
C 1.524 2.720 0.718
C -0.527 -3.628 0.339
C -1.820 0.479 -0.053
N 0.495 0.198 -0.355
N -2.311 -0.082 -1.266
O -3.514 -0.225 -1.376
O -2.066 -1.634 1.965
O -1.497 -0.435 -2.098
O -0.951 -2.271 0.044
S -0.298 2.625 0.625
Cl -3.004 1.214 0.947
H 3.244 2.213 -0.460
H 1.772 2.517 -1.399
H 2.188 0.116 -1.448
H 2.425 0.056 0.299
H 1.831 2.242 1.651
H 1.760 3.783 0.769
H -0.811 -3.908 1.353
H 0.554 -3.653 0.217
H -1.005 -4.280 -0.389
```